(1)
The following is a quantum chemistry calculation of one molecule with the formula C5H8O2, from OMol25.

LUMO energy = 0.81 eV
frontier orbital gap = 10.48 eV
ΔE to the lowest compared entry with this formula, charge and spin = 2.377 eV
SMILES = O[C@H]1C[C@@]2(O)C[C@@H]12
energy = -9407.45489 eV

XYZ file:
```
15
C5H8O2, DFT wB97M-V/def2-TZVPD
O 2.411 0.384 -0.162
C 1.131 0.296 0.408
C 0.036 1.174 -0.203
C -0.940 0.017 0.092
O -2.019 0.112 0.949
C -0.716 -1.034 -0.923
C 0.220 -0.931 0.291
H 3.032 0.009 0.477
H 1.171 0.544 1.478
H -0.171 2.134 0.270
H 0.199 1.329 -1.273
H -2.794 0.424 0.464
H -1.405 -1.873 -0.850
H -0.445 -0.776 -1.947
H 0.289 -1.810 0.929
```



(2)
The following is a quantum chemistry calculation of one molecule with the formula C5H8O2, from OMol25.

LUMO energy = 0.68 eV
frontier orbital gap = 9.20 eV
ΔE to the lowest compared entry with this formula, charge and spin = 4.983 eV
energy = -9404.84915 eV

XYZ file:
```
15
C5H8O2, DFT wB97M-V/def2-TZVPD
C -2.256 1.357 -0.356
C -1.744 0.103 0.252
O -0.714 -0.287 -0.512
C 0.406 -0.494 0.329
C 1.272 -1.741 0.331
O 2.443 -0.934 0.103
C 1.645 0.227 -0.178
H -2.021 2.061 0.465
H -1.718 1.677 -1.256
H -3.339 1.370 -0.462
H 0.087 -0.209 1.330
H 1.302 -2.241 1.305
H 1.082 -2.465 -0.467
H 1.598 0.452 -1.254
H 1.957 1.124 0.369
```